Formula: C32H35GeN4O2PtSi
Source: OMol25
Level of theory: wB97M-V/def2-TZVPD

The geometry in XYZ format:
```
76
Properties=species:S:1:pos:R:3:lowdin_charge:R:1
Pt 0.899 -0.136 -0.959 1.199
C 4.151 -1.154 0.710 0.023
C 3.784 0.259 0.411 -0.250
C 4.634 1.310 0.835 0.046
C 4.327 2.630 0.575 0.008
C 3.194 2.938 -0.167 0.035
C 2.401 1.871 -0.599 -0.426
N 2.687 0.571 -0.242 0.017
N 1.306 1.849 -1.378 -0.049
Si 1.028 3.186 -2.647 0.506
C 0.248 4.601 -1.728 -0.146
C 2.720 3.533 -3.350 -0.149
C -0.032 2.523 -4.010 -0.149
H 5.139 -1.362 0.298 0.113
H 3.446 -1.855 0.279 0.057
H 4.212 -1.303 1.789 0.110
H 5.530 1.052 1.382 0.139
H 4.973 3.419 0.935 0.135
H 2.917 3.956 -0.394 0.115
H 0.903 5.064 -0.987 0.033
H -0.665 4.283 -1.218 0.036
H -0.030 5.376 -2.447 0.053
H 3.428 4.012 -2.679 0.030
H 2.584 4.203 -4.203 0.054
H 3.176 2.619 -3.736 0.054
H -1.092 2.662 -3.833 0.019
H 0.161 1.468 -4.220 0.043
H 0.226 3.083 -4.913 0.055
C -2.428 0.161 -3.552 -0.035
C -2.659 1.105 -2.532 -0.062
C -2.089 0.945 -1.302 -0.095
C -1.360 -0.243 -0.985 -0.411
C -1.189 -1.196 -2.012 -0.147
C -1.669 -0.955 -3.309 -0.035
Ge -1.397 -0.624 0.966 1.067
C -2.640 -2.054 1.322 -0.269
C -2.754 -2.560 2.620 -0.124
C -3.644 -3.583 2.896 -0.060
C -4.429 -4.114 1.878 -0.050
C -4.332 -3.612 0.589 -0.056
C -3.440 -2.584 0.313 -0.089
C -1.563 0.962 2.025 -0.283
C -2.686 1.088 2.841 -0.085
C -2.871 2.235 3.600 -0.051
C -1.936 3.259 3.548 -0.051
C -0.813 3.141 2.736 -0.066
C -0.630 1.998 1.976 -0.111
H -2.860 0.318 -4.532 0.130
H -3.282 1.968 -2.732 0.127
H -2.254 1.687 -0.529 0.108
H -0.802 -2.183 -1.794 0.100
H -1.500 -1.692 -4.082 0.128
H -2.159 -2.139 3.424 0.111
H -3.737 -3.963 3.905 0.116
H -5.125 -4.913 2.095 0.117
H -4.952 -4.016 -0.200 0.116
H -3.386 -2.189 -0.696 0.098
H -3.424 0.294 2.886 0.104
H -3.744 2.327 4.231 0.118
H -2.081 4.152 4.141 0.117
H -0.086 3.941 2.701 0.109
H 0.250 1.910 1.344 0.075
C 0.764 -3.788 2.878 0.038
N 1.113 -3.516 1.476 -0.015
C 1.707 -4.479 0.677 -0.001
C 1.960 -4.265 -0.622 0.050
C 1.642 -2.979 -1.215 -0.501
O 1.836 -2.652 -2.364 0.073
N 1.029 -2.052 -0.337 -0.033
C 0.775 -2.328 0.936 -0.477
O 0.198 -1.457 1.693 -0.078
H 1.216 -4.735 3.157 0.104
H -0.317 -3.850 2.985 0.089
H 1.148 -2.997 3.515 0.107
H 1.933 -5.411 1.175 0.143
H 2.411 -5.023 -1.241 0.134
```

The highest occupied orbital energy (spin up / spin down) is -14.25 / -14.25 eV. As for the spin multiplicity: 2. The expectation value of S² is 0.79. For the energy relative to the best compared isomer or geometry (same formula, charge and spin), the calculation gives 0.000 eV. Its net charge is +2. The LUMO energy (spin up / spin down) is -6.01 / -8.40 eV.

Formula: C32H35N8O8S2Ti
Source: OMol25
Level of theory: wB97M-V/def2-TZVPD

The geometry in XYZ format:
```
86
Properties=species:S:1:pos:R:3:lowdin_charge:R:1
Ti -0.197 0.541 0.663 1.054
O -2.089 1.339 0.318 -0.178
C -3.184 1.117 1.023 -0.348
C -4.447 1.125 0.312 -0.011
C -5.595 0.752 0.969 -0.114
C -5.568 0.508 2.328 -0.136
C -4.410 0.610 3.064 -0.075
C -3.197 0.869 2.431 -0.143
C -1.959 1.255 3.176 -0.056
N -0.829 1.385 2.641 -0.079
N 0.145 2.114 3.309 0.119
C 1.004 2.391 2.373 -0.403
O 0.915 2.016 1.101 -0.210
C 2.342 2.998 2.592 -0.138
C 2.533 3.956 3.570 -0.026
C 3.819 4.387 3.886 -0.090
C 4.886 3.786 3.293 -0.114
C 4.735 2.763 2.372 -0.072
C 3.455 2.406 1.961 -0.003
H -4.388 1.472 -0.719 0.116
H -6.534 0.732 0.403 0.106
H -6.491 0.207 2.907 0.111
H -4.404 0.646 4.157 0.111
H -2.076 1.680 4.189 0.132
H 1.682 4.386 4.058 0.107
H 4.015 5.096 4.677 0.101
H 5.866 3.996 3.654 0.093
H 5.596 2.242 2.057 0.086
H 3.201 1.672 1.248 0.089
O -0.889 -1.359 0.862 -0.272
N -1.626 -2.243 0.194 -0.159
C -2.939 -2.068 0.135 -0.051
C -3.753 -2.961 -0.478 -0.087
C -3.255 -4.114 -1.090 -0.086
C -1.908 -4.229 -0.995 -0.140
C -0.997 -3.344 -0.370 -0.701
S 0.670 -3.713 -0.322 0.561
H -3.324 -1.163 0.622 0.120
H -4.815 -2.709 -0.456 0.108
H -3.918 -4.862 -1.487 0.103
H -1.328 -5.116 -1.391 0.105
N 1.604 -0.710 1.198 0.181
C 2.464 -1.183 1.789 -0.203
N 3.286 -1.855 2.577 -0.081
C 2.669 -3.087 3.109 -0.093
C 3.718 -4.173 2.933 -0.192
O 4.932 -3.780 3.495 -0.133
C 5.558 -2.613 2.956 -0.163
C 4.594 -1.420 3.095 -0.099
H 1.750 -3.294 2.579 0.100
H 2.438 -2.867 4.126 0.120
H 3.851 -4.457 1.863 0.144
H 3.432 -5.066 3.477 0.124
H 5.700 -2.650 1.935 0.093
H 6.524 -2.415 3.521 0.148
H 4.840 -0.525 2.465 0.135
H 4.453 -1.125 4.152 0.130
C -2.223 -1.348 -3.335 -0.085
C -2.695 -0.654 -4.647 -0.260
S -2.684 1.129 -4.686 0.679
O -2.841 1.631 -3.312 -0.337
O -3.629 1.524 -5.700 -0.354
C -1.175 1.766 -5.427 -0.196
C 0.035 2.156 -4.534 -0.127
N 0.399 1.266 -3.429 0.061
C 0.039 1.562 -2.168 -0.363
N 0.359 0.568 -1.372 -0.001
C 0.970 -0.436 -2.133 -0.032
C 0.944 -0.022 -3.469 -0.174
N 1.497 -0.534 -4.625 -0.383
O 1.928 -1.718 -4.576 -0.083
O 1.228 0.113 -5.754 -0.172
C -0.455 2.890 -1.801 -0.015
H -2.684 -2.351 -3.316 0.076
H -2.507 -0.828 -2.408 0.072
H -1.150 -1.427 -3.313 0.053
H -3.755 -0.882 -4.775 0.092
H -2.107 -1.007 -5.521 0.116
H -1.544 2.633 -5.979 0.102
H -0.791 1.047 -6.142 0.083
H -0.147 3.110 -4.082 0.092
H 0.803 2.165 -5.301 0.112
H 1.326 -1.345 -1.705 0.052
H 0.183 3.648 -2.265 0.091
H -0.326 2.957 -0.722 0.057
H -1.556 3.045 -2.012 0.102
```

The highest occupied orbital energy (spin up / spin down) is -2.76 / -4.91 eV. As for the spin multiplicity: 3. The expectation value of S² is 2.01. For the energy relative to the best compared isomer or geometry (same formula, charge and spin), the calculation gives 0.000 eV. Its net charge is -1. The LUMO energy (spin up / spin down) is 2.13 / 2.13 eV.

Formula: C32H36BF3O22P2
Source: OMol25
Level of theory: wB97M-V/def2-TZVPD

The geometry in XYZ format:
```
96
Properties=species:S:1:pos:R:3:lowdin_charge:R:1
C -3.776 -7.162 1.438 -0.072
C -5.037 -7.009 0.610 -0.268
O -5.709 -5.786 0.840 -0.132
C -5.193 -4.676 0.148 -0.216
C -4.343 -3.811 1.052 -0.249
O -4.085 -2.534 0.508 -0.362
P -2.798 -2.378 -0.647 0.774
C -3.799 -1.271 -1.749 -0.231
C -5.318 -1.295 -1.575 -0.281
O -5.930 -0.922 -2.817 -0.004
C -5.807 -0.254 -0.551 -0.509
F -6.358 0.840 -1.153 0.136
F -4.805 0.180 0.252 0.124
F -6.765 -0.810 0.254 0.124
B -1.655 -1.475 0.658 -0.620
C -1.839 0.034 0.969 -0.007
O -0.664 -2.126 1.311 0.132
P -1.091 -2.183 -2.172 0.708
O -1.574 -3.057 -3.506 -0.335
O 0.055 -3.195 -1.559 -0.348
H -3.529 -8.212 1.531 0.074
H -2.932 -6.628 1.026 0.061
H -3.977 -6.782 2.430 0.081
H -5.731 -7.777 0.922 0.116
H -4.847 -7.159 -0.449 0.114
H -6.036 -4.110 -0.230 0.120
H -4.612 -5.011 -0.712 0.108
H -4.914 -3.651 1.959 0.134
H -3.428 -4.319 1.353 0.100
H -2.670 -3.800 -0.769 0.044
H -3.441 -0.261 -1.610 0.098
H -3.603 -1.499 -2.787 0.069
H -5.706 -2.263 -1.310 0.122
H -5.842 -1.675 -3.396 0.094
H -2.592 0.193 1.731 0.083
H -2.065 0.627 0.091 0.055
H -0.886 0.371 1.361 0.041
H -0.667 -3.068 1.150 0.086
H -2.471 -3.385 -3.423 0.022
H -0.315 -4.037 -1.267 0.043
O 0.974 1.123 2.150 0.095
C 2.003 1.534 1.646 -0.296
C 2.172 2.880 1.137 0.072
C 3.341 3.236 0.595 -0.263
O 3.584 4.451 0.116 0.112
C 4.499 2.282 0.489 -0.339
O 5.513 2.684 -0.047 0.110
C 4.328 0.935 1.006 0.071
C 3.160 0.579 1.552 -0.234
O 2.923 -0.628 2.046 0.119
H 1.333 3.559 1.218 0.125
H 4.501 4.426 -0.218 0.122
H 5.164 0.256 0.928 0.137
H 1.998 -0.622 2.356 0.116
O -1.582 8.610 -1.867 0.109
C -1.513 7.534 -1.304 -0.315
C -1.422 6.260 -1.993 0.076
C -1.364 5.127 -1.281 -0.237
O -1.277 3.926 -1.829 0.120
C -1.396 5.129 0.224 -0.316
O -1.355 4.050 0.785 0.098
C -1.467 6.403 0.914 0.076
C -1.521 7.537 0.201 -0.239
O -1.587 8.738 0.751 0.120
H -1.402 6.269 -3.074 0.136
H -1.252 3.291 -1.089 0.113
H -1.475 6.394 1.994 0.136
H -1.619 9.373 0.010 0.120
O 4.332 -2.170 -6.681 0.107
C 3.787 -3.026 -6.010 -0.315
C 4.077 -4.446 -6.119 0.073
C 3.413 -5.314 -5.346 -0.240
O 3.616 -6.623 -5.380 0.115
C 2.366 -4.867 -4.361 -0.307
O 1.804 -5.732 -3.713 0.100
C 2.089 -3.449 -4.239 0.079
C 2.756 -2.580 -5.010 -0.232
O 2.565 -1.270 -4.961 0.119
H 4.829 -4.756 -6.830 0.134
H 3.003 -7.005 -4.725 0.117
H 1.344 -3.146 -3.518 0.091
H 3.169 -0.884 -5.622 0.118
O 4.728 3.244 3.172 0.117
C 5.162 3.720 4.205 -0.287
C 5.978 2.991 5.154 0.081
C 6.394 3.601 6.272 -0.237
O 7.141 3.009 7.188 0.123
C 6.035 5.031 6.581 -0.314
O 6.442 5.497 7.626 0.111
C 5.234 5.766 5.619 0.077
C 4.821 5.157 4.500 -0.229
O 4.090 5.759 3.575 0.125
H 6.227 1.964 4.924 0.137
H 7.290 3.673 7.887 0.121
H 4.994 6.795 5.843 0.137
H 3.926 5.103 2.872 0.107
```

The highest occupied orbital energy is -7.95 eV. The LUMO energy is -1.62 eV.

Formula: C32H36Br2F3N4O11PS
Source: OMol25
Level of theory: wB97M-V/def2-TZVPD

The geometry in XYZ format:
```
90
Properties=species:S:1:pos:R:3:lowdin_charge:R:1
O 0.365 -2.026 0.971 -0.337
S 1.275 -2.612 -0.050 0.705
O 1.681 -4.021 0.208 -0.333
O 0.491 -2.613 -1.544 -0.208
C 2.827 -1.623 -0.311 -0.210
C 3.258 -0.803 1.003 -0.213
C 3.655 0.664 0.533 -0.257
C 2.909 1.829 1.313 -0.394
P 1.009 1.729 1.221 0.800
C -0.906 1.531 1.314 -0.385
C -1.636 1.676 -0.091 -0.217
C -2.639 0.504 -0.441 -0.713
F -1.878 -0.580 -0.923 -0.045
Br -3.951 1.036 -1.862 0.672
C -3.507 -0.025 0.803 -0.772
F -2.872 -1.088 1.438 -0.008
F -3.864 0.986 1.701 0.004
Br -5.243 -0.771 0.140 0.693
H 0.285 -1.669 -1.747 0.051
H 3.692 -2.265 -0.640 0.116
H 2.594 -0.934 -1.189 0.091
H 4.165 -1.332 1.444 0.117
H 2.464 -0.834 1.809 0.101
H 3.529 0.858 -0.571 0.094
H 4.769 0.789 0.748 0.111
H 3.311 2.827 0.917 0.027
H 3.212 1.780 2.417 0.086
H 1.025 0.531 0.432 0.014
H 0.891 2.968 0.484 0.027
H 0.988 1.757 2.678 0.022
H -1.110 0.565 1.863 0.074
H -1.263 2.376 1.996 0.081
H -0.932 1.840 -0.961 0.085
H -2.269 2.622 -0.028 0.116
C -4.255 -2.141 3.936 -0.068
C -5.422 -2.179 4.693 -0.059
C -5.662 -3.247 5.549 -0.004
C -4.723 -4.269 5.642 -0.148
C -3.557 -4.243 4.883 0.002
C -3.326 -3.172 4.027 -0.052
N -4.959 -5.383 6.562 -0.354
O -5.999 -5.384 7.198 0.071
O -4.102 -6.245 6.643 0.074
H -4.069 -1.307 3.275 0.073
H -6.143 -1.374 4.617 0.109
H -6.573 -3.266 6.134 0.118
H -2.825 -5.039 4.948 0.120
H -2.420 -3.139 3.433 0.110
C 0.188 4.233 -6.129 -0.065
C -0.354 2.954 -6.194 -0.059
C -0.177 2.069 -5.138 0.006
C 0.542 2.480 -4.019 -0.140
C 1.094 3.755 -3.950 0.004
C 0.914 4.632 -5.011 -0.061
N 0.710 1.561 -2.895 -0.331
O 0.230 0.443 -2.995 0.068
O 1.317 1.962 -1.916 0.037
H 0.043 4.924 -6.953 0.110
H -0.918 2.648 -7.067 0.111
H -0.603 1.075 -5.199 0.122
H 1.659 4.077 -3.083 0.121
H 1.337 5.629 -4.967 0.110
C -0.645 -5.507 -2.705 -0.059
C -0.573 -6.832 -3.120 -0.060
C -1.559 -7.358 -3.946 -0.005
C -2.612 -6.544 -4.353 -0.150
C -2.695 -5.219 -3.936 -0.001
C -1.706 -4.702 -3.108 -0.058
N -3.639 -7.086 -5.243 -0.355
O -3.546 -8.255 -5.574 0.071
O -4.529 -6.336 -5.607 0.070
H 0.129 -5.098 -2.065 0.089
H 0.255 -7.455 -2.801 0.109
H -1.493 -8.392 -4.263 0.117
H -3.515 -4.583 -4.247 0.117
H -1.759 -3.671 -2.779 0.100
C 5.800 7.688 3.430 -0.069
C 4.450 7.397 3.596 -0.063
C 3.839 6.444 2.791 0.002
C 4.593 5.785 1.824 -0.137
C 5.942 6.076 1.647 0.001
C 6.544 7.032 2.455 -0.064
N 3.961 4.763 0.991 -0.338
O 2.768 4.545 1.161 0.019
O 4.657 4.181 0.177 0.080
H 6.274 8.429 4.064 0.109
H 3.874 7.912 4.356 0.110
H 2.787 6.225 2.928 0.120
H 6.532 5.568 0.893 0.120
H 7.595 7.265 2.328 0.110
```

The highest occupied orbital energy is -8.11 eV. The LUMO energy is -1.28 eV.